1.
Computed, not measured: 5 unconnected molecules or ions with the total composition H10O5, with ωB97M-V with the def2-TZVPD basis set.

For the HOMO energy, the calculation gives -11.0714 eV. As for the SMILES: O.O.O.O.O. The calculation puts the orbital gap at 11.521 eV.

Each atom is followed by the atoms it is bonded to, with distances in Å.
CARTESIAN COORDINATES (ANGSTROEM)
1 H -2.1113 -0.5799 -0.0183  O11 0.960
2 H -1.9261 -1.6385 -1.0061  O11 0.970
3 H -0.8704 1.3174 -0.3559  O12 0.974
4 H -2.2655 1.9352 -0.5146  O12 0.961
5 H -0.0819 1.6507 1.5735  O13 0.963
6 H 0.8022 0.5337 1.1486  O13 1.004
7 H 1.4012 -1.2792 0.1881  O14 1.014
8 H -0.0933 -1.6610 0.4790  O14 0.995
9 H 3.2270 -0.2764 -0.7401  O15 0.943
10 H 1.8330 0.4824 -0.8037  O15 0.958
11 O -1.9048 -1.5174 -0.0443  H1 0.960, H2 0.970
12 O -1.7683 1.1301 -0.6834  H3 0.974, H4 0.961
13 O 0.6520 1.5098 0.9654  H5 0.963, H6 1.004
14 O 0.7348 -1.3698 0.9474  H7 1.014, H8 0.995
15 O 2.3715 -0.2370 -1.1356  H9 0.943, H10 0.958

---

2.
Computed, not measured: 5 unconnected molecules or ions with the total composition H10O5, with ωB97M-V with the def2-TZVPD basis set.

As for the spin multiplicity: 2. The net charge is +1. For the HOMO energy (alpha / beta), the calculation gives -15.3109 / -15.2992 eV. The calculation puts the orbital gap (alpha / beta) at 11.969 / 4.070 eV.

Each atom is followed by the atoms it is bonded to, with distances in Å.
CARTESIAN COORDINATES (ANGSTROEM)
1 O 0.9080 2.6104 -0.6211  H2 0.957, H3 0.957
2 H 1.8586 2.7174 -0.5872  O1 0.957
3 H 0.7702 1.6658 -0.5502  O1 0.957
4 O 2.7713 -0.1249 -1.5906  H5 0.957, H6 0.957
5 H 2.5231 -0.5640 -2.4041  O4 0.957
6 H 2.1079 -0.3995 -0.9576  O4 0.957
7 O 0.1139 -0.0334 -0.2403  H8 0.957, H9 0.957
8 H -0.3368 -0.8115 -0.5683  O7 0.957
9 H -0.1593 0.0345 0.6745  O7 0.957
10 O -0.6776 0.2572 2.5443  H11 0.957, H12 0.957
11 H -0.8305 0.9908 3.1399  O10 0.957
12 H -1.3668 -0.3721 2.7570  O10 0.957
13 O -2.1949 -2.0520 -0.4098  H14 0.957, H15 0.957
14 H -2.9092 -1.6305 0.0681  O13 0.957
15 H -2.5779 -2.2881 -1.2547  O13 0.957

---

Record-wise ΔE to the lowest compared entry with this formula, charge and spin values, in kcal/mol: 12.2 13.9